14
Properties=species:S:1:pos:R:3:forces:R:3:lowdin_charge:R:1 method="wB97M-V/def2-TZVPD" gap_ha="0.2768 / 0.2841" e_homo_ha="-0.2899 / -0.3823" e_lumo_ev="-0.36 / -2.67" multiplicity=3 relative_energy_kj_mol=117.81
C 1.493 -1.038 0.352 0.625 -2.755 -2.257 -0.04
P -2.324 -0.050 -0.061 1.845 -1.510 -2.048 0.31
H 0.669 -1.598 0.761 -0.310 -0.630 -0.179 0.07
O -3.540 0.403 -0.705 -1.622 1.361 -0.431 -0.40
Cl -2.698 -1.340 1.374 0.090 -0.410 1.543 0.33
O 0.186 -0.794 -1.729 0.742 0.636 0.912 0.07
H 2.272 -1.691 -0.196 -1.261 0.342 1.392 0.12
C 0.279 1.054 -0.157 -1.880 -0.199 0.893 -0.59
H 1.955 -0.630 1.194 0.933 1.467 0.935 0.06
H 1.868 0.214 -1.207 2.114 1.281 -1.800 0.10
Cl 1.237 2.408 0.442 0.139 -0.705 -0.849 0.69
C 1.020 -0.165 -0.781 -2.632 0.672 1.889 -0.48
C -1.032 1.143 0.223 1.655 -1.137 -0.904 -0.28
H -1.385 2.085 0.489 -0.438 1.588 0.905 0.04

---

13
Properties=species:S:1:pos:R:3:forces:R:3:lowdin_charge:R:1 method="wB97M-V/def2-TZVPD" gap_ha=0.3980 smiles=C[C@@]1(C(Cl)(Cl)Cl)CO1 e_homo_ha=-0.3759 e_lumo_ev=0.60 relative_energy_kj_mol=231.37
Cl 1.750 1.140 1.503 0.412 0.917 1.640 0.67
C 1.560 0.274 0.085 -2.965 -2.044 -2.326 -1.53
C -0.160 -0.081 -0.231 3.249 1.081 2.931 -0.59
Cl 2.110 1.185 -1.342 0.002 -0.077 0.221 0.58
H -1.658 -1.530 0.034 0.227 -0.281 0.354 0.12
H -0.793 1.475 1.148 -0.789 -0.604 -1.088 0.06
Cl 2.440 -1.315 0.145 -0.224 0.800 -0.020 0.57
C -1.114 1.028 0.164 -0.607 0.403 -1.811 -0.04
O -0.256 -0.898 -1.300 0.073 -0.150 -2.049 0.00
H -2.185 0.571 0.115 1.873 1.081 0.492 0.12
C -0.569 -1.452 -0.042 -3.632 2.277 -0.753 -0.12
H -0.076 -2.201 0.385 2.611 -2.885 1.210 0.05
H -1.050 1.803 -0.664 -0.230 -0.518 1.201 0.10

---

12
Properties=species:S:1:pos:R:3:forces:R:3:lowdin_charge:R:1 method="wB97M-V/def2-TZVPD" gap_ha="0.3543 / 0.2815" e_homo_ha="-0.3587 / -0.3254" e_lumo_ev="-0.12 / -1.19" relative_energy_kj_mol=503.12
F 1.847 -0.516 -1.285 0.050 -0.048 1.225 0.02
C 0.665 -0.453 0.806 -4.250 0.299 -5.800 0.10
Cl 2.535 1.537 0.206 -0.499 -1.487 -0.102 0.53
C 1.903 -0.274 0.048 1.349 0.570 0.357 -0.88
H 0.396 0.083 1.673 0.157 0.458 0.916 0.04
F 2.880 -1.069 0.584 -0.258 0.596 -0.620 0.02
H -0.799 -1.153 -1.335 0.274 1.648 1.283 0.10
H -2.838 -0.263 -0.198 0.447 0.911 -0.005 0.08
H -2.089 1.316 -0.834 -0.072 -0.744 1.251 0.10
C -0.790 -0.300 -0.560 4.713 -2.772 2.129 -0.03
H -1.761 0.666 1.034 -0.878 0.153 -2.936 0.12
C -1.948 0.425 -0.139 -1.035 0.416 2.303 -0.20